# C33H65BN3O8P

A cluster of 5 separate species, C33H65BN3O8P in total in a non-equilibrium geometry (the ωB97M-V functional and the def2-TZVPD basis, OMol25).

The value obtained for the calculated total energy is -2428.5924 hartree. As for the HOMO-LUMO gap: 7.20 eV. Its HOMO energy is -8.747 eV. Its structure (SMILES) is [H]/N=C(/C)Cc1c(CCCC)c(B(O)CC)cc2nc(P(=O)(O)O)cnc12.CCOCC.CCOCC.CCOCC.CCOCC. The LUMO energy comes out at -1.5 eV.

Each line ends with the Löwdin charge.
Positions of all 111 atoms, in Å:
H 2.608 -4.149 -3.724  0.00
N 3.540 -4.011 -4.153  0.12
C 3.523 -2.823 -4.716  -0.36
C 4.867 -2.348 -5.496  -0.08
C 2.287 -1.802 -4.755  -0.12
C 1.784 -1.306 -3.322  -0.04
C 0.262 -1.491 -2.971  -0.07
C -0.776 -2.193 -3.968  -0.15
C -0.421 -3.770 -3.993  -0.18
C -0.587 -4.458 -2.542  -0.23
C 0.805 -4.659 -1.761  -0.12
C -0.201 -0.948 -1.562  -0.02
B -1.760 -1.010 -1.027  -0.38
O -2.135 -1.880 0.064  0.05
C -2.930 -0.110 -1.731  -0.14
C -2.396 0.844 -2.917  -0.14
C 0.813 -0.307 -0.592  0.06
C 2.353 -0.127 -0.932  -0.14
N 3.158 0.475 0.093  0.11
C 4.494 0.544 -0.402  -0.24
P 5.791 1.265 0.808  0.67
O 5.178 2.369 1.706  -0.33
O 6.949 2.050 -0.193  -0.20
O 6.613 0.064 1.686  -0.18
C 5.020 0.111 -1.797  -0.06
N 4.164 -0.475 -2.773  0.10
C 2.808 -0.620 -2.328  -0.10
H 5.707 -2.169 -4.732  0.07
H 4.669 -1.316 -5.979  0.07
H 5.191 -3.097 -6.291  0.08
H 1.477 -2.275 -5.407  0.10
H 2.625 -0.849 -5.321  0.12
H -1.872 -1.965 -3.751  0.11
H -0.574 -1.788 -5.035  0.12
H 0.640 -3.960 -4.372  0.09
H -1.163 -4.301 -4.692  0.12
H -1.086 -5.493 -2.672  0.11
H -1.283 -3.850 -1.864  0.09
H 1.278 -3.658 -1.480  0.07
H 1.494 -5.356 -2.354  0.07
H 0.560 -5.207 -0.773  0.08
H -1.357 -1.968 0.660  0.11
H -3.448 0.588 -0.966  0.11
H -3.767 -0.777 -2.162  0.10
H -1.683 1.666 -2.553  0.09
H -1.901 0.288 -3.785  0.06
H -3.305 1.397 -3.372  0.08
H 0.441 0.066 0.436  0.10
H 7.684 1.424 -0.384  0.07
H 6.684 -0.783 1.186  0.08
H 6.132 0.245 -2.034  0.11
C -5.267 2.787 2.755  -0.08
C -4.991 3.222 1.326  -0.26
O -5.286 2.220 0.359  -0.17
C -6.633 1.770 0.309  -0.28
C -7.631 2.870 -0.009  -0.08
H -4.699 1.885 2.996  0.07
H -4.983 3.578 3.454  0.08
H -6.323 2.561 2.917  0.07
H -3.926 3.445 1.224  0.12
H -5.524 4.148 1.085  0.11
H -6.895 1.256 1.239  0.11
H -6.678 1.015 -0.482  0.12
H -7.638 3.648 0.757  0.07
H -8.642 2.459 -0.077  0.08
H -7.381 3.349 -0.960  0.08
C -7.558 -5.491 -0.192  -0.08
C -6.300 -5.505 -1.042  -0.28
O -6.019 -4.256 -1.662  -0.16
C -5.812 -3.152 -0.789  -0.27
C -4.646 -3.342 0.166  -0.08
H -8.422 -5.191 -0.791  0.08
H -7.747 -6.484 0.223  0.08
H -7.480 -4.790 0.641  0.06
H -6.428 -6.229 -1.851  0.12
H -5.434 -5.842 -0.463  0.11
H -6.734 -2.921 -0.246  0.11
H -5.607 -2.287 -1.427  0.11
H -4.804 -4.189 0.838  0.07
H -4.508 -2.449 0.780  0.08
H -3.725 -3.533 -0.389  0.07
C 8.790 4.689 5.008  -0.08
C 8.637 5.894 4.098  -0.28
O 8.613 5.562 2.715  -0.17
C 7.565 4.697 2.293  -0.28
C 6.176 5.255 2.546  -0.08
H 9.701 4.137 4.762  0.08
H 8.844 5.007 6.053  0.08
H 7.952 3.997 4.913  0.07
H 9.494 6.558 4.241  0.12
H 7.748 6.479 4.361  0.10
H 7.682 3.710 2.751  0.10
H 7.696 4.554 1.217  0.11
H 5.984 5.407 3.610  0.07
H 5.416 4.570 2.164  0.05
H 6.057 6.223 2.051  0.08
C -2.364 2.060 4.634  -0.08
C -1.860 0.791 3.974  -0.27
O -1.172 1.024 2.751  -0.17
C -0.005 1.835 2.826  -0.28
C 1.074 1.267 3.731  -0.07
H -3.020 2.607 3.954  0.04
H -2.922 1.821 5.544  0.09
H -1.548 2.730 4.910  0.07
H -2.717 0.156 3.729  0.12
H -1.232 0.209 4.657  0.11
H -0.270 2.856 3.121  0.11
H 0.390 1.904 1.808  0.10
H 0.738 1.188 4.767  0.07
H 1.960 1.906 3.715  0.08
H 1.359 0.263 3.402  0.08